Density functional theory data (ωB97M-V/def2-TZVPD) for a structure of composition C27H38Cl3NO8RhS2Si in a non-equilibrium geometry.

Computed properties:
* charge: -1
* electronic energy: -4285.56276 hartree
* strongest force on any atom: 0.094 hartree/bohr
* frontier orbital gap (spin up / spin down): 5.81 / 5.65 eV

```
81
C27H38Cl3NO8RhS2Si (ωB97M-V/def2-TZVPD)
H -0.7233 -2.4421 2.7950
C 0.3536 2.8913 -1.7263
C -6.4951 0.1321 -3.4950
H -1.3555 0.5524 4.9995
Cl 0.1627 4.9671 -5.7731
C -5.2402 0.1389 -4.0946
H -7.6553 0.1920 -5.2951
H -2.2642 0.8061 1.9127
H -5.5333 1.0666 -0.3696
H 0.3718 0.6292 4.6076
C 0.5643 2.2099 -2.9551
H 3.5840 -0.5398 4.9752
H 5.3794 -2.2687 3.0224
C -6.6015 0.4615 -2.1500
Cl 0.8345 0.5072 -2.8495
O -3.1777 1.7401 0.1682
H 4.4772 3.4228 2.2258
O -2.1149 2.2568 -1.9803
H -2.3997 -0.9431 1.7523
H -1.6066 -1.9646 4.2547
H 0.6222 2.2483 -5.0925
C -7.7141 -0.2277 -4.2931
C 0.2424 4.1813 -4.2403
H 4.8956 1.9313 3.0900
H -2.9798 -0.1534 3.2216
C -4.2420 0.7971 -2.0278
C -0.8358 -0.3231 3.0904
H 3.9139 -4.1730 3.9518
H -0.7670 1.7084 3.7909
H -3.5040 -1.2853 -0.7786
Rh 0.2531 0.1375 -0.4355
S 2.5281 -0.1917 0.2771
C -0.6332 0.7090 4.2007
C -2.2095 -0.1354 2.4530
O 0.1540 -0.1102 2.0823
H 1.8338 2.6189 1.0783
Si 1.7734 -0.1963 2.2615
O 2.4284 0.9732 3.1908
H -7.5722 0.4639 -1.6747
C 3.2906 -2.1323 3.5631
H 3.3825 2.4456 5.0805
C 1.7878 3.0456 2.0767
H 1.7113 2.9363 4.7866
Cl -0.1727 5.1716 -0.4330
O 2.0991 -1.5544 3.0754
H 3.0365 4.0200 4.3414
H 2.1752 -3.8789 4.1574
C 3.0507 -3.6446 3.5556
H 0.7691 2.9307 2.4365
H 4.1860 1.8441 1.4723
S -2.7629 1.2852 -1.1350
H 4.6298 -0.6939 2.6956
N -1.8378 -0.0466 -1.0972
H -2.3836 -1.7852 -2.0901
H -0.1531 5.9806 -3.1377
C -2.4538 -1.3017 -1.1007
H 2.0236 4.1056 2.0182
O -0.4096 -2.0676 -0.0966
C 4.1800 2.3935 2.4112
H 2.6966 -1.9173 5.6333
H 4.2708 -2.0586 1.6508
C 0.0498 4.9231 -3.0850
C 0.4948 2.8201 -4.1871
C -5.4770 0.7953 -1.4133
C 3.5237 -1.6246 4.9889
H 2.8581 -3.9702 2.5369
C -0.7404 -1.7493 3.6323
C 4.4782 -1.7689 2.6769
H -7.7935 -1.3108 -4.3866
H -5.1489 -0.1112 -5.1418
H -8.6140 0.1407 -3.8084
H -3.1322 0.5042 -3.8142
C -4.1141 0.4727 -3.3656
H 4.4475 -2.0366 5.3879
H 0.1660 -1.8860 4.2134
C 0.1101 4.2852 -1.8681
C -1.6140 -2.3305 -0.1790
O 0.3908 2.3355 -0.5853
O -2.2721 -3.2504 0.2727
C 2.7257 2.9797 4.3968
C 2.7683 2.3390 3.0030
```

Density functional theory data (ωB97M-V/def2-TZVPD) for a structure of composition C27H38MgN6O5 in a non-equilibrium geometry.

Computed properties:
* charge: +1
* electronic energy: -1956.06133 hartree
* spin multiplicity: 2
* strongest force on any atom: 0.309 hartree/bohr
* frontier orbital gap (spin up / spin down): 5.77 / 2.29 eV

```
77
C27H38MgN6O5 (ωB97M-V/def2-TZVPD)
C -0.8077 -4.7280 1.5144
C 0.7626 4.3508 4.5654
C -0.2231 -0.7714 -4.3262
C 5.3558 2.7638 0.1520
C 1.8312 -0.8703 -5.3446
H -1.8494 -4.8689 1.8028
H -2.6579 0.8080 4.4214
C 2.8009 -2.8100 -1.7200
H 3.0616 2.5660 2.5256
H 5.0182 -1.9380 0.2529
H -1.9371 -2.6431 -1.6907
C 5.0230 2.9024 1.4724
H -0.1597 -4.4085 2.3305
H 0.5464 -0.3279 -2.4155
C -0.3260 0.9135 0.0364
H -2.5307 0.1891 -0.5581
C 0.4584 -0.9901 -5.4933
C -3.4395 1.2610 3.8296
C 0.3178 2.1730 4.3408
C 4.3393 -1.2570 -0.2602
C -0.7197 -3.7751 0.3911
O 0.7135 1.0850 0.6970
H 6.3138 2.9628 -0.3052
H -6.1735 2.8076 2.7621
N -1.2288 -4.2717 -0.7597
H 0.8786 5.3025 5.0626
H -0.3811 -5.6946 1.2464
C -4.3021 2.1081 1.9308
O -0.3256 -2.6592 0.6110
C 3.0152 -1.8908 -0.5045
H 2.2988 1.8082 0.1866
H 2.5936 -0.7508 -6.1001
C -4.6854 1.7865 4.0984
H 2.8827 -0.1241 -3.4439
C 0.5659 4.0489 3.2463
C 0.6871 3.1298 5.2310
H -4.2976 2.2878 0.8659
H 3.2000 -2.2598 -2.5721
H 3.1654 -3.8261 -1.5697
C -3.9748 0.2380 -3.4047
H 5.7801 3.2335 2.1677
N -3.2799 1.3809 2.4740
H -0.3733 -3.2170 -2.3394
N 0.7597 -0.5058 -3.3866
H -2.4808 1.0993 1.9241
H -5.2106 1.7027 5.0384
N 0.3314 2.7171 3.0724
N -3.1524 0.1625 -1.3537
O -1.0592 0.3311 0.7999
Mg 0.3957 -0.9165 0.8923
C -4.8162 -0.5737 -2.6526
N 3.2348 2.1006 0.4287
H -1.2475 -0.9953 -4.0675
C 2.0052 -0.4605 -3.9761
H 0.2816 2.1734 2.2227
C 4.1712 2.2807 -0.5397
H -1.3764 -5.2699 -0.7153
H -5.6170 -1.1573 -3.0822
C -4.3049 -0.5906 -1.3791
C -2.9575 0.6895 -2.5582
O -0.0943 -0.0169 -0.7474
H -4.1402 0.4335 -4.4539
H 0.0298 -1.3065 -6.4327
H 4.8684 -0.9624 -1.1665
H 0.6039 4.6489 2.3491
H 4.0494 1.9486 -1.5602
C -1.3656 -3.5173 -2.0027
H -1.8348 -4.0976 -2.7971
H 0.2203 1.0996 4.4094
H -4.4268 -1.2612 -0.5413
H 1.7246 -2.8971 -1.8686
H 4.2496 -0.4099 0.4199
C -5.2178 2.3285 2.9156
H -2.0780 1.2468 -2.8448
C 3.6885 2.5811 1.6463
O 2.0847 -1.6142 0.3009
H 0.7445 2.9843 6.2996
```

Density functional theory data (ωB97M-V/def2-TZVPD) for an isolated molecule of C27H38N4O5 in a non-equilibrium geometry.

Computed properties:
* electronic energy: -1646.91353 hartree
* strongest force on any atom: 0.026 hartree/bohr
* relative energy (zero: lowest compared OMol25 entry of this formula, charge and spin): 0.6 kcal/mol
* frontier orbital gap: 9.48 eV

```
74
C27H38N4O5 (ωB97M-V/def2-TZVPD)
O 0.0400 1.6382 -0.8143
C -1.2049 2.5255 1.5340
H -4.0034 -2.9651 -2.8277
C -2.3925 -1.8909 -0.6966
N -1.1063 -0.0731 -1.7482
H -2.3231 -1.3607 0.2565
C -2.0195 2.9127 0.3113
C 0.7651 2.2721 3.8845
C 0.8372 3.0951 2.7313
H 1.8322 1.4952 6.3616
C -3.6633 -2.7503 -0.6945
H -3.1863 -0.2082 -1.8131
H -0.7050 1.6823 -3.3915
H 0.4431 -0.8935 4.3832
C -2.3194 -0.8667 -1.8346
O -1.5410 1.6228 2.2698
C 2.6004 1.8490 5.6805
H -2.8072 0.9256 0.1722
C -3.7872 -3.5900 -1.9642
H -2.3148 -1.3782 -2.7996
H -0.2496 -0.2705 2.2135
C -4.9243 -1.9158 -0.4762
O 0.8625 -2.4650 -0.8913
N 1.9906 3.7220 2.6750
H -4.5970 -4.3084 -1.8605
H 0.4859 3.1511 -4.9292
O 2.7863 -0.4617 2.9941
H 3.2174 1.0058 5.3705
N 1.7682 -0.4152 -0.5640
H 2.6254 -1.8642 0.6196
C 0.9526 -1.2831 -1.1718
H 2.7428 2.5250 -5.7380
C 0.2836 1.4017 -3.7209
H 1.6095 0.5726 -0.7427
C 1.9800 2.4543 4.4796
H 0.2059 3.9225 1.0080
H 3.5537 -0.3452 0.4956
H -2.8666 -4.1377 -2.1502
H -5.7819 -2.5678 -0.3276
H 1.7864 0.8309 1.7921
C 0.5873 -0.9651 2.2200
H -0.2459 -1.5546 -2.8903
C 0.0982 -0.6861 -2.3146
H -1.5231 -2.5476 -0.7647
C 2.3476 -1.6175 3.6787
C 1.9157 -0.2519 1.8935
H 3.2363 2.5755 6.1802
H 2.7253 -2.5235 3.1834
C 2.1020 -0.1678 -3.7711
C -1.0197 1.0595 -1.0194
H 0.3664 -2.5414 3.7326
H -1.4827 3.6319 -0.3057
C 2.2066 1.8811 -5.0571
H -4.8206 -1.2853 0.4040
C 0.8558 0.2201 -3.2654
H 3.2877 -1.3983 -2.4772
H -3.5665 -3.4375 0.1536
H 2.7478 -1.5745 4.6926
C 0.8226 -1.5620 3.6108
H -5.1317 -1.2841 -1.3369
H 3.4705 -1.7466 -4.1927
H -0.0530 1.6566 4.1855
C 0.9508 2.2337 -4.6003
C 2.7521 -1.4731 -3.4225
C 2.5519 -0.7743 0.5922
N -0.0974 3.2902 1.7352
C -2.3225 1.6455 -0.4886
H 2.0243 -2.2752 -3.3291
O 2.7019 3.3273 3.7599
C 2.7602 0.6814 -4.6532
H 0.3982 -1.7511 1.4901
H -2.9928 1.8783 -1.3187
H -2.9564 3.3573 0.6538
H 3.7272 0.3864 -5.0349
```

Density functional theory data (ωB97M-V/def2-TZVPD) for a structure of composition C27H39BBeF4N3O4 in a non-equilibrium geometry.

Computed properties:
* charge: +1
* electronic energy: -1956.02612 hartree
* strongest force on any atom: 0.085 hartree/bohr
* relative energy (zero: lowest compared OMol25 entry of this formula, charge and spin): 272.0 kcal/mol
* frontier orbital gap: 1.31 eV

```
79
C27H39BBeF4N3O4 (ωB97M-V/def2-TZVPD)
F -7.8425 16.3625 -0.5012
C -14.5501 13.7235 -1.4643
C -3.1024 11.5864 -1.7057
C -2.4206 13.7508 -3.2229
H -8.8131 15.6233 -8.0001
C -1.9353 11.5788 -2.3791
H -4.3815 14.5048 -2.6678
C -3.2474 13.8222 4.9081
C -3.6480 13.7134 -2.6216
C -8.7884 8.0667 -6.2790
H -6.2559 12.9041 6.3431
H -14.5392 19.3342 -4.0823
O -12.7897 20.4989 -6.5374
F -10.0129 16.8098 -0.6636
C -12.8569 15.0696 4.1868
H -15.4814 13.8534 -2.0157
C -12.9565 19.9258 -5.4972
C -1.5280 12.6616 -3.1647
H -9.6917 9.9434 -6.9585
H -14.5235 14.4239 5.3174
C -15.1266 11.2509 -1.4427
H -2.8527 13.9538 5.9155
C -4.6742 13.5284 4.9292
O -5.2997 13.6391 3.9000
H -11.9846 11.4616 3.5482
H -15.4515 11.1171 -0.4109
C -14.1981 19.1333 -5.0979
C -8.0415 16.2263 -7.5214
H -15.0361 19.3594 -5.7572
C -7.8425 8.3265 -4.0716
C -8.1149 7.5173 -5.1556
O -12.8310 12.0646 -1.4085
H -13.8136 14.4003 -1.8973
H -14.8307 14.0496 -0.4628
C -8.8497 10.1756 -5.0981
H -1.1880 10.8719 -2.0501
C -11.6892 14.7039 3.5471
H -13.0864 16.1092 4.3685
H -7.7949 6.4924 -5.2722
H -9.0384 7.5179 -7.1750
H -10.8327 20.3982 -4.7641
F -8.5111 17.6193 -2.1602
H -13.8729 11.8546 4.8738
H -7.4546 15.4994 -6.9600
H -14.0030 18.0615 -5.1308
N -8.1976 9.6737 -3.9869
C -11.8626 20.1941 -4.4712
H -2.7547 13.0368 4.3349
C -5.7370 16.9761 -8.3445
H -0.5461 12.7850 -3.5972
H -14.6836 10.3288 -1.8190
H -2.2079 14.6666 -3.7543
H -11.1171 15.5217 3.1344
H -3.1739 10.9986 -0.8025
H -4.8802 11.7506 6.0488
C -9.0985 9.4168 -6.2255
B -8.8921 16.5742 -1.3711
H -5.2595 16.0597 -7.9978
H -4.6323 13.1262 7.0515
O -7.7968 17.0512 -9.7223
H -11.9981 19.4751 -3.6634
Be -8.0791 12.2911 0.0940
N -11.3147 13.4342 3.4071
H -15.9567 11.4520 -2.1199
F -9.1241 15.3710 -2.1099
C -5.1852 12.7895 6.1745
C -13.6557 14.0803 4.7740
C -12.2397 12.4834 3.7875
H -7.0958 7.9619 -3.3818
H -9.1069 11.2227 -5.1595
H -3.0183 14.7577 4.3976
N -3.9884 12.6185 -1.8413
C -7.2512 16.8054 -8.6480
H -5.5001 17.7508 -7.6151
H -8.2282 17.0003 -6.7770
H -12.2950 21.1510 -4.1789
C -13.3425 12.7426 4.5632
C -14.0785 12.2793 -1.4924
H -5.3505 17.3612 -9.2881
```

Density functional theory data (ωB97M-V/def2-TZVPD) for a cluster of 5 separate species, C27H39BrF3N6O4P2 in total in a non-equilibrium geometry.

Computed properties:
* charge: +1
* electronic energy: -5237.73185 hartree
* strongest force on any atom: 0.046 hartree/bohr
* frontier orbital gap: 7.18 eV

```
82
C27H39BrF3N6O4P2 (ωB97M-V/def2-TZVPD)
H -2.2208 -7.4300 0.4411
H 4.0236 3.1399 -6.2290
H 5.6821 4.7908 2.8598
N -0.3344 3.9755 5.1053
H 5.2675 1.5241 -4.8414
H -2.3188 -1.0883 -0.6211
O -3.6396 -7.0765 -2.7764
H 2.2653 -4.5734 -2.3923
C -2.6702 -2.0881 -0.3536
C 1.3226 2.0003 -4.4993
O 2.1226 -6.7580 -2.0963
Br 0.5274 -1.6667 -4.4019
C -0.4867 -3.0004 -1.3872
H 4.6368 3.0855 1.3747
H -1.6130 2.8298 1.2645
C 0.4613 1.2807 2.0218
H 3.6988 4.5680 -0.4066
H 4.5244 2.7399 -3.7992
F -3.4277 -1.4615 -2.7096
N 6.5634 5.7105 -0.0199
H 3.4761 3.7197 2.5304
C 3.1435 4.3611 0.5103
H 0.1079 -7.8332 -2.7284
N -3.0151 -7.5434 -0.1920
C 5.0460 5.1017 2.0308
H -3.3960 -7.3086 -3.6771
N 0.2559 -3.9905 -1.9116
H -4.3403 3.5662 5.9735
H 2.5560 5.2468 0.7623
P 0.8061 -6.6060 -2.7791
H -2.1257 3.2101 2.9128
C -2.8143 2.2971 6.8549
H -2.3538 4.3182 7.4994
C -0.5205 0.9233 3.0603
C 0.6398 -0.7164 -0.7937
H -1.1734 3.1113 8.0127
N 1.2238 1.5591 1.2100
H -2.0973 0.4113 1.6700
H 2.4541 3.5465 0.2966
C -0.9861 3.7305 6.0188
C -1.8040 -3.2126 -0.9289
C -2.3620 -4.4971 -1.0269
C 3.4665 2.3916 -5.6635
H -2.6524 0.7810 3.2970
F -5.3805 -2.2688 -2.4293
H -0.3657 1.5682 3.9272
H -3.3830 -4.7071 -0.7140
O -4.0255 -2.3428 -0.7469
C 4.0742 3.9791 1.6543
C -1.5500 -5.5418 -1.6015
H -3.2881 2.5872 1.7377
H 1.5624 3.3331 -6.0975
C -1.9463 1.0832 2.5203
H -3.3952 2.0572 7.7468
H 3.8189 1.1219 -3.9306
H 3.2867 1.5501 -6.3361
C -4.4041 -1.6154 -1.8209
C 4.3151 1.9191 -4.4880
H -0.3443 -0.1082 3.3691
C 1.5050 -3.2614 -3.8975
P -2.3492 -7.2528 -1.7687
O 2.0482 -3.8955 -4.7352
H 4.4999 5.9937 2.3406
C -0.2369 -5.2541 -2.0326
H 1.1939 0.1762 -0.4994
C -1.8238 3.4156 7.1926
F -4.8786 -0.4307 -1.4932
C 1.6059 -3.6973 -2.4007
C 5.9033 5.4441 0.8801
C -3.7663 2.6720 5.7244
C 0.0340 -1.6527 -1.2552
H 0.8861 -6.2677 -4.1594
H 2.2900 3.8589 -4.5782
H -2.2655 1.3933 6.5780
H -3.6305 -6.7610 0.0534
H 2.0957 -2.8971 -1.8376
H -4.4704 1.8606 5.5359
H -2.6515 -2.2049 0.7385
C -2.2573 2.5114 2.0857
N 0.7030 1.2171 -3.9322
C 2.1280 2.9978 -5.2279
H -3.2292 2.8594 4.7937
```

Density functional theory data (ωB97M-V/def2-TZVPD) for a structure of composition C27H39IrN3S5Si3 in a non-equilibrium geometry.

Computed properties:
* charge: +1
* electronic energy: -4180.05862 hartree
* spin multiplicity: 5
* strongest force on any atom: 0.021 hartree/bohr
* relative energy (zero: lowest compared OMol25 entry of this formula, charge and spin): 0.0 kcal/mol
* frontier orbital gap (spin up / spin down): 6.03 / 5.17 eV

```
78
C27H39IrN3S5Si3 (ωB97M-V/def2-TZVPD)
H -0.6665 -2.9097 1.1659
S -0.3744 0.0064 -6.4600
C 2.4801 0.0611 4.0673
C 0.6886 -1.2469 -5.8813
Si -1.2952 -1.1957 2.9055
H -1.3825 2.0300 4.3876
H -2.7073 1.3768 -3.1086
H 2.2114 2.3623 1.7963
S 0.2225 1.1142 -2.3614
H 6.0759 0.5655 0.2098
H -2.3278 -3.1832 1.7440
N 2.3457 -0.3287 -0.1630
H -4.9963 3.5040 -0.7802
H -3.3911 4.9330 0.0245
H 1.2877 2.4219 0.3000
H 0.0125 -2.0042 4.8908
H 1.7314 -3.1457 1.7224
C 2.8998 -0.2664 1.0614
C 4.4515 0.2135 -1.1531
C 1.9694 -2.6302 2.6543
C -1.7577 2.0813 1.1777
S 1.3342 -2.3986 -6.8276
C 0.0940 0.3261 -3.8542
H -1.7177 -1.9932 5.2252
S 0.9807 -1.1662 -4.1640
Si -0.1691 1.7209 2.2183
C -5.3630 0.9858 -0.8295
C -4.1075 3.0377 -0.3667
H 5.0239 0.3767 -2.0549
H -4.3966 -2.2036 -1.3719
C -3.0991 -0.5900 -0.8210
C -3.1852 3.8712 0.1218
H -1.7515 -1.6577 -1.8895
H -1.3830 1.8725 -0.8078
H -1.0623 3.9244 0.2647
C -5.4706 -0.3652 -1.1052
H 1.3276 -3.0403 3.4350
H -3.5763 1.1384 -4.6555
C 1.2488 2.6483 1.3683
H -3.7110 -1.1647 3.4260
H -3.5489 2.7399 -3.8796
N -1.7317 1.2757 -0.0609
C -3.0010 0.7479 -0.4555
H 2.9994 -2.8833 2.9131
H -6.4332 -0.8039 -1.3286
H -1.9135 4.1306 1.7832
C -3.0596 -0.5119 2.8413
C -1.9140 3.5579 0.8500
C 3.1083 -0.0973 -1.2353
Si 1.7713 -0.7563 2.5187
C -1.3153 -2.8995 2.0448
H -2.0603 -2.2897 -0.4271
C -4.3325 -1.1515 -1.1208
C 5.0294 0.3120 0.1035
C -0.4669 2.4277 3.9451
H -0.9537 -3.6834 2.7123
H 0.3584 2.1775 4.6143
H 1.7799 -0.0288 4.8994
H -2.6299 1.7759 1.7556
S -1.5016 2.3229 -4.9789
C -2.9856 1.8261 -4.0555
C -0.5853 0.8292 -4.9512
C 4.2403 0.0673 1.2148
C 0.0507 -0.1347 2.1009
N -1.9022 -1.4106 -0.9141
H 1.1513 3.7296 1.4824
C -4.1389 1.5725 -0.5024
H -6.2439 1.6143 -0.8684
H -0.5509 3.5161 3.9229
H 3.4162 -0.4063 4.3807
H 2.6291 -0.1695 -2.2000
H 2.6742 1.1239 3.9078
Ir 0.0384 -0.3892 -0.1854
C -0.9094 -1.4395 4.7428
H 4.6610 0.1335 2.2097
H -0.8062 -0.4854 5.2629
H -3.1257 0.4845 3.2815
H -3.4648 -0.4654 1.8296
```